[1]
Here is a 2-piece molecular cluster, C4H6O2 overall at a distorted geometry from the Open Molecules 2025 dataset. Energies are from wB97M-V/def2-TZVPD.

Atoms and positions in Å:
C  -0.1927  -1.4388  0.7074
C  1.2148  -1.9277  0.7813
O  1.8209  -2.4936  -0.1443
O  1.9371  -1.6920  1.9985
H  -0.5402  -1.3201  -0.3613
H  -0.8746  -2.3628  1.2089
H  -0.3600  -0.4560  1.4456
H  2.6685  -2.1315  1.8263
C  -2.8476  4.7335  -2.3402
C  -2.4572  3.8294  -1.6483
H  -3.1268  5.5920  -2.9148
H  -2.1346  2.9843  -1.0389

ΔE to the lowest compared entry with this formula, charge and spin, eV: 3.325
HOMO level, eV: -10.77
E, Ha: -306.38412
Orbital gap, eV: 11.33

[2]
Here is one molecule with the formula C4H6O2 from the Open Molecules 2025 dataset. Energies are from wB97M-V/def2-TZVPD.

Atoms and positions in Å:
C  -0.1555  -0.3534  -1.7926
C  -0.2660  -0.2954  -0.3010
O  -0.9195  -1.3526  0.2253
C  0.2981  0.7010  0.4143
C  0.7208  0.6108  1.8038
O  1.4917  1.4008  2.3108
H  0.6187  0.3445  -2.1165
H  -1.0974  -0.1050  -2.2897
H  0.1355  -1.3629  -2.1017
H  -1.1310  -1.1646  1.1507
H  0.6811  1.5568  -0.1279
H  0.3864  -0.2790  2.3864

ΔE to the lowest compared entry with this formula, charge and spin, eV: 1.117
HOMO level, eV: -9.43
E, Ha: -306.46524
Orbital gap, eV: 9.89

[3]
Here is C4H6O2 as an isolated structure at a distorted geometry from the Open Molecules 2025 dataset. Energies are from wB97M-V/def2-TZVPD.

Atoms and positions in Å:
O  -3.0628  -0.1875  -0.0830
C  -2.8375  0.6166  0.6888
C  0.0086  -1.1747  -0.0956
C  1.0235  -0.6332  -0.7725
C  1.4544  -0.0418  0.5457
O  0.2858  -0.6775  1.1598
H  -0.7101  2.1416  -0.2184
H  -0.8492  -1.8182  -0.2537
H  -0.4601  1.7829  -0.8296
H  1.3708  -0.6117  -1.7943
H  1.4081  1.0442  0.6592
H  2.3684  -0.4407  0.9934

ΔE to the lowest compared entry with this formula, charge and spin, eV: 3.688
HOMO level, eV: -9.04
E, Ha: -306.37075
Orbital gap, eV: 10.22

Which value of ΔE to the lowest compared entry with this formula, charge and spin does entry 1 give?
3.325 eV

Number 3 is which compound?
C4H6O2

The lowest orbital gap belongs to which entry?
number 2

What is the formula in the third record?
C4H6O2